(1)
DFT (ωB97M-V/def2-TZVPD) results for a 2-piece molecular cluster, C3H6I2N overall at a distorted geometry.

XYZ file:
```
12
Properties=species:S:1:pos:R:3:mulliken_charge:R:1
C -1.816 0.134 -0.369 -0.523
C 0.141 0.215 1.201 -0.037
C -0.808 0.704 0.328 0.013
N 0.418 -1.044 1.221 -0.296
I -0.388 2.848 0.001 0.206
I 1.812 0.336 -2.892 -0.113
H -2.095 -0.791 0.076 0.299
H -2.074 0.542 -1.316 0.316
H 0.462 0.872 2.014 0.375
H 1.019 -1.328 2.057 0.317
H 3.217 -0.581 -2.953 0.129
H 0.112 -1.906 0.633 0.313
```

Molar mass, g mol⁻¹: 309.9
Total charge: +1
HOMO energy, eV: -12.9
E_tot, eV: -20890.5511
Energy above the lowest of the compared OMol25 structures with the same formula, charge and spin, kcal/mol: 13.0



(2)
DFT (ωB97M-V/def2-TZVPD) results for H5N2OP as an isolated structure at a distorted geometry.

XYZ file:
```
9
Properties=species:S:1:pos:R:3:mulliken_charge:R:1
N 0.911 0.351 -0.983 -0.643
N -1.101 -0.925 0.474 -0.610
O 1.086 0.236 1.466 -0.606
P 0.060 0.280 0.464 0.691
H 0.338 0.715 -2.130 0.315
H 1.639 1.025 -0.801 0.275
H -0.971 -1.470 1.317 0.268
H -1.135 -1.543 -0.350 0.279
H -0.827 1.330 0.541 0.031
```

Molar mass, g mol⁻¹: 80.0
Total charge: 0
HOMO energy, eV: -10.5
E_tot, eV: -14397.7970
Energy above the lowest of the compared OMol25 structures with the same formula, charge and spin, kcal/mol: 32.1



(3)
DFT (ωB97M-V/def2-TZVPD) results for C5H7NO as an isolated structure at a distorted geometry.

XYZ file:
```
14
Properties=species:S:1:pos:R:3:mulliken_charge:R:1
C -1.194 -0.947 0.098 -0.470
C -1.140 0.357 -0.685 -0.108
O -0.808 1.385 0.261 -0.455
C 0.599 1.088 0.201 -0.086
C 1.145 -0.159 0.895 -0.531
N 0.305 -1.067 0.075 -0.430
C 0.390 0.063 -0.919 -0.346
H -1.694 -0.898 1.073 0.263
H -1.601 -1.791 -0.474 0.278
H -1.921 0.659 -1.391 0.408
H 1.198 2.003 0.164 0.411
H 2.111 -0.254 0.301 0.237
H 1.325 -0.344 1.957 0.352
H 1.283 -0.095 -1.555 0.477
```

Molar mass, g mol⁻¹: 97.1
Total charge: 0
HOMO energy, eV: -8.6
E_tot, eV: -8831.7040
Energy above the lowest of the compared OMol25 structures with the same formula, charge and spin, kcal/mol: 103.7



(4)
DFT (ωB97M-V/def2-TZVPD) results for C28H20CuN4SSe as an isolated structure.

XYZ file:
```
55
Properties=species:S:1:pos:R:3:mulliken_spin:R:1
Cu 0.553 0.133 -1.234 -0.002
C 0.260 -3.161 -4.957 -0.006
C 0.918 -2.394 -3.983 0.012
N 0.401 -2.130 -2.810 -0.004
C -0.825 -2.592 -2.490 -0.006
C -1.564 -3.403 -3.398 -0.006
C -0.976 -3.664 -4.656 0.010
C -2.828 -3.923 -3.038 0.035
C -3.319 -3.619 -1.790 -0.013
C -2.619 -2.830 -0.877 0.016
C -1.355 -2.268 -1.161 -0.008
N -0.622 -1.440 -0.409 -0.010
C -0.511 -1.458 0.968 0.082
C -1.323 -2.152 1.891 -0.011
C -1.083 -2.100 3.260 0.020
C -0.029 -1.371 3.777 0.012
C 0.842 -0.680 2.910 -0.070
C 1.975 0.038 3.387 0.501
C 2.821 0.659 2.454 -0.034
C 2.495 0.612 1.119 0.094
N 1.405 -0.025 0.635 0.223
C 0.591 -0.704 1.506 0.013
H 0.729 -3.341 -5.917 0.000
H 1.899 -1.971 -4.185 0.002
H -1.530 -4.263 -5.372 0.000
H -3.383 -4.528 -3.746 0.003
H -4.300 -3.983 -1.498 -0.001
H -3.126 -2.572 0.039 0.004
H -2.143 -2.763 1.558 0.029
H -1.742 -2.648 3.928 0.008
H 0.159 -1.334 4.847 -0.008
H 2.185 0.053 4.451 0.054
H 3.709 1.201 2.761 0.010
H 3.109 1.119 0.383 0.016
C -2.407 1.373 0.726 -0.008
C -1.142 2.149 0.966 -0.008
C -0.651 2.314 2.285 0.007
C 0.488 3.027 2.476 -0.009
C 1.179 3.559 1.363 0.004
C 2.375 4.292 1.505 0.005
C 3.034 4.733 0.389 0.010
C 2.539 4.433 -0.890 -0.008
C 1.363 3.731 -1.078 0.007
S 0.842 3.523 -2.748 0.001
C 0.644 3.299 0.076 0.002
N -0.526 2.627 -0.084 0.000
H -3.282 1.972 0.998 0.002
H -2.413 0.462 1.327 0.010
H -2.467 1.105 -0.327 0.002
H -1.165 1.835 3.109 0.001
H 0.914 3.151 3.466 0.019
H 2.768 4.467 2.501 -0.003
H 3.965 5.282 0.478 0.002
H 3.103 4.737 -1.763 0.000
Se 0.067 1.433 -3.130 -0.001
```

Molar mass, g mol⁻¹: 587.1
2S+1: 2
Total charge: -2
HOMO energy (spin up / spin down), eV: 1.4 / -0.5
Expectation value of S²: 0.77
E_tot, eV: -156144.3521
Energy above the lowest of the compared OMol25 structures with the same formula, charge and spin, kcal/mol: 0.0



(5)
DFT (ωB97M-V/def2-TZVPD) results for the molecule C5H10O2 at a distorted geometry.

XYZ file:
```
17
Properties=species:S:1:pos:R:3:mulliken_charge:R:1
C -1.945 1.008 -0.971 -0.620
O -0.851 0.317 -1.028 -0.259
C 0.352 0.711 -0.685 -0.565
C -0.449 0.289 1.714 -0.445
O 0.348 -0.760 1.193 -0.416
C 1.110 -0.351 0.044 0.626
C 1.380 -1.592 -0.795 -1.364
H -1.217 0.659 1.012 0.138
H -1.887 2.061 -0.715 0.370
H -2.835 0.502 -1.305 0.283
H 0.464 1.768 -0.447 0.407
H -1.012 -0.128 2.546 0.305
H 0.157 1.135 2.072 0.264
H 2.066 0.083 0.382 0.273
H 2.016 -1.339 -1.650 0.361
H 1.871 -2.368 -0.201 0.348
H 0.432 -1.993 -1.166 0.294
```

Molar mass, g mol⁻¹: 102.1
Total charge: 0
HOMO energy (spin up / spin down), eV: -7.7 / -7.8
E_tot, eV: -9437.7363
Energy above the lowest of the compared OMol25 structures with the same formula, charge and spin, kcal/mol: 122.4



(6)
DFT (ωB97M-V/def2-TZVPD) results for an isolated ion of composition C4H10NOS and charge +1 at a distorted geometry.

XYZ file:
```
17
Properties=species:S:1:pos:R:3:mulliken_charge:R:1
N 0.431 -0.767 1.824 -0.417
C 0.220 -0.593 0.288 0.157
C 1.473 -1.499 -0.190 -0.009
O 1.971 -2.294 0.577 -0.461
C 0.321 0.851 -0.113 -0.918
C -0.799 1.252 -1.284 -0.631
S -2.479 0.874 -0.796 -0.244
H 1.019 -0.003 2.319 0.367
H 0.785 -1.705 1.934 0.342
H -0.548 -0.721 2.295 0.381
H -0.814 -1.059 0.031 0.386
H 1.362 -1.680 -1.277 0.356
H 0.173 1.489 0.724 0.407
H 1.267 1.031 -0.639 0.329
H -0.573 0.810 -2.308 0.367
H -0.729 2.367 -1.548 0.392
H -3.080 1.649 -1.837 0.196
```

Molar mass, g mol⁻¹: 120.2
Total charge: +1
HOMO energy, eV: -12.7
E_tot, eV: -18674.3796
Energy above the lowest of the compared OMol25 structures with the same formula, charge and spin, kcal/mol: 62.9
Structure (SMILES): [NH3+][C@H](C=O)CCS



(7)
DFT (ωB97M-V/def2-TZVPD) results for the molecule C7H6 at a distorted geometry.

XYZ file:
```
13
Properties=species:S:1:pos:R:3:mulliken_charge:R:1
C 0.145 1.475 -2.776 -0.542
C -1.041 1.357 -2.125 0.170
C -1.466 1.094 -0.932 -0.348
C -0.855 0.012 -0.171 0.762
C 0.853 0.273 -1.949 -0.443
C 0.333 -0.323 -0.713 -0.425
C -1.377 -0.587 1.199 -1.225
H 1.328 -0.540 -2.552 0.391
H 1.798 0.855 -1.663 0.305
H 1.026 -1.019 -0.242 0.364
H -0.550 -0.336 1.892 0.298
H -1.561 -1.681 1.133 0.304
H -2.245 -0.094 1.315 0.389
```

Molar mass, g mol⁻¹: 90.1
Total charge: 0
HOMO energy, eV: -8.5
E_tot, eV: -7349.0586
Energy above the lowest of the compared OMol25 structures with the same formula, charge and spin, kcal/mol: 102.4



(8)
DFT (ωB97M-V/def2-TZVPD) results for the molecule C4H7NS2 at a distorted geometry.

XYZ file:
```
14
Properties=species:S:1:pos:R:3:mulliken_charge:R:1
N 2.135 1.291 -0.419 -0.563
C 1.239 0.582 0.529 0.127
C 0.468 -0.645 0.471 -0.257
S -0.310 -1.774 -0.774 -0.144
C -2.095 -1.262 -0.245 -0.565
S -2.012 0.418 0.585 -0.141
C -0.278 0.658 0.186 -0.351
H 2.294 2.228 -0.248 0.232
H 1.910 1.185 -1.430 0.258
H 1.510 0.792 1.579 0.273
H 0.305 -1.054 1.455 0.258
H -2.580 -1.315 -1.255 0.320
H -2.429 -2.050 0.427 0.352
H -0.157 0.947 -0.862 0.200
```

Molar mass, g mol⁻¹: 133.2
Total charge: 0
HOMO energy, eV: -8.4
E_tot, eV: -27418.7714
Energy above the lowest of the compared OMol25 structures with the same formula, charge and spin, kcal/mol: 70.9
Structure (SMILES): NC1[C@@H]2SCS[C@@H]12



(9)
DFT (ωB97M-V/def2-TZVPD) results for a 2-piece molecular cluster, C9H17B overall at a distorted geometry.

XYZ file:
```
27
Properties=species:S:1:pos:R:3:mulliken_charge:R:1
C 1.669 1.871 -1.398 -1.200
C 1.610 1.538 0.091 -0.341
B 1.255 0.270 0.562 0.394
C 0.444 -0.990 1.246 -0.653
C -0.503 -0.402 2.311 -0.805
C -1.723 0.232 1.757 -0.263
C -1.581 1.662 1.365 -1.052
H 1.027 1.198 -1.858 0.458
H 1.330 2.854 -1.550 0.377
H 2.703 1.878 -1.819 0.238
H 1.994 2.439 0.559 0.269
H 1.009 -1.803 1.747 0.364
H -0.177 -1.497 0.534 0.152
H -0.768 -1.155 3.076 0.416
H -0.054 0.252 3.075 0.407
H -2.361 0.207 2.667 0.260
H -2.244 -0.268 0.928 0.250
H -2.467 2.161 1.061 0.394
H -0.762 1.807 0.569 0.127
H -1.341 2.152 2.241 0.352
C 1.185 -1.439 -2.391 -0.514
C 0.150 -2.124 -2.514 0.604
C -0.978 -2.743 -2.563 -0.729
H 1.187 -0.599 -1.641 -0.289
H 2.208 -1.424 -2.933 0.264
H -1.798 -2.429 -3.149 0.279
H -1.012 -3.651 -1.977 0.241
```

Molar mass, g mol⁻¹: 136.0
Total charge: 0
HOMO energy, eV: -7.9
E_tot, eV: -10279.7775
Energy above the lowest of the compared OMol25 structures with the same formula, charge and spin, kcal/mol: 85.8
Structure (SMILES): C/C=B/CCCC.C=C=C